{"formula": "C51H38I2N7O3S3Sn", "method": "ωB97M-V/def2-TZVPD", "symbols": ["C", "C", "H", "H", "C", "C", "C", "C", "C", "C", "C", "H", "C", "O", "C", "H", "C", "C", "C", "C", "H", "C", "H", "H", "C", "C", "H", "C", "C", "H", "H", "H", "H", "H", "C", "H", "H", "C", "S", "N", "H", "C", "H", "I", "H", "N", "H", "C", "C", "C", "C", "H", "C", "S", "H", "H", "C", "N", "H", "C", "H", "C", "C", "H", "C", "C", "C", "Sn", "H", "H", "C", "H", "C", "C", "N", "H", "C", "O", "S", "H", "H", "N", "C", "C", "H", "H", "O", "C", "H", "C", "H", "C", "C", "H", "N", "C", "C", "H", "N", "H", "C", "C", "C", "C", "I"], "xyz": [[3.349, 0.596, 5.379], [5.383, 0.352, -1.285], [-2.108, 1.254, 1.893], [4.291, 1.251, 1.780], [-2.740, -5.632, 0.628], [-0.515, 1.485, -4.941], [1.272, 2.352, -2.989], [1.163, -2.865, -4.073], [-2.106, -3.950, -0.960], [4.659, -1.161, 4.388], [-4.905, -0.832, -3.762], [-0.495, 5.674, 2.286], [1.147, 2.419, 5.142], [0.231, 0.509, 4.289], [-0.031, 1.988, -2.663], [-4.280, -1.577, 4.270], [1.670, 2.289, -4.313], [3.112, -0.241, -0.867], [-3.159, -0.086, 3.220], [-1.942, -5.038, 1.597], [-1.204, 1.151, -5.705], [-4.858, 0.786, -1.490], [6.337, 1.351, 0.367], [-4.931, -1.463, -4.640], [-5.969, 0.782, -2.314], [0.671, -2.548, -1.761], [2.818, -4.157, -4.494], [-3.020, -0.394, 0.866], [-1.216, -3.893, 1.301], [-0.685, 4.461, -2.514], [-1.874, -5.472, 2.585], [1.094, 1.805, -6.320], [-6.820, 1.401, -2.066], [-4.819, 1.409, -0.605], [-1.314, -3.371, 0.024], [5.478, -1.865, 4.419], [-2.142, -3.508, -1.949], [-3.780, -0.026, -1.826], [-2.392, 0.052, -0.727], [7.419, 0.321, -2.869], [-2.929, -1.467, -3.171], [1.948, 2.459, 6.241], [3.947, -1.774, 2.437], [4.210, 1.800, 8.062], [-3.452, -5.551, -1.404], [0.612, 1.203, -0.289], [-0.683, 7.438, 0.560], [4.191, -0.222, -1.726], [-0.535, 3.762, -0.480], [-3.785, -0.842, -2.945], [4.296, 0.830, 0.784], [-0.435, -1.611, -3.338], [1.721, -3.380, -1.391], [-0.445, 2.053, -0.930], [1.923, -3.560, -0.342], [-6.856, -0.015, -4.095], [2.214, -3.702, -3.721], [-1.294, -0.929, -1.247], [-3.288, -6.535, 0.861], [-0.932, 1.556, -3.620], [1.752, 3.184, 7.019], [6.524, 0.354, -2.151], [2.493, -3.959, -2.383], [-0.764, 6.835, -1.832], [3.818, -1.109, 3.283], [5.431, 0.893, -0.003], [-4.262, -1.959, 2.162], [1.011, 0.295, 1.478], [-2.926, 0.481, 4.110], [4.118, -0.650, -2.716], [-2.694, 0.347, 1.990], [2.173, -0.661, -1.181], [-0.475, 4.078, 0.869], [-3.818, -1.532, 0.925], [2.814, -0.234, 3.188], [3.303, -4.623, -2.113], [-5.987, -0.020, -3.450], [1.298, 1.945, 2.798], [-0.344, -1.949, -0.430], [2.675, 2.584, -4.583], [1.945, 2.684, -2.209], [3.164, 0.259, 0.367], [-0.643, 4.732, -1.467], [1.346, 1.418, 4.030], [-1.945, 1.296, -3.342], [-0.355, 3.294, 1.608], [0.138, -0.418, 3.233], [2.572, 0.569, 4.210], [-4.095, -2.059, 0.021], [-3.926, -1.240, 3.305], [0.942, -2.681, -5.116], [-0.535, 5.410, 1.238], [3.040, 1.578, 6.378], [-0.588, -3.407, 2.036], [0.392, -1.528, 0.804], [-2.831, -5.087, -0.649], [0.779, 1.851, -5.286], [5.075, -0.315, 6.309], [-1.953, 1.554, -0.682], [-4.873, -2.848, 2.233], [-0.640, 6.398, 0.265], [0.379, -2.278, -3.091], [-0.690, 6.062, -1.080], [4.432, -0.297, 5.439], [-0.486, 3.628, 4.922]], "lumo_ev": -9.7, "charge": 3, "orbital_gap_ev": 6.20, "mol_weight_g_mol": 1265.63}